1.
Molecular formula: C10H15MgN4O3S
Method: DFT, ωB97M-V with the def2-TZVPD basis set

Values from the calculation:
Charge: +1
E_tot in a.u.: -1432.29775
Molecular weight in g mol⁻¹: 295.63
Gap between HOMO and LUMO in eV: 3.384
Highest occupied orbital energy in eV: -10.6
Multiplicity: 1

Geometry (Å):
C (-1.35, 2.33, 1.52)
C (-2.00, 1.74, 0.14)
O (-2.52, 2.59, -0.76)
N (-2.12, 0.24, -0.20)
N (-1.47, -0.52, 0.77)
C (-0.86, -1.77, 0.18)
C (0.69, -1.60, -0.34)
C (1.83, -1.75, 0.83)
C (1.99, -0.45, 1.82)
S (2.24, 1.19, 0.94)
C (3.67, 1.02, -0.25)
N (4.09, 1.89, -1.45)
N (5.23, 1.22, -1.95)
C (5.54, -0.03, -1.14)
O (4.56, -0.15, -0.03)
C (-3.64, 0.01, -0.16)
C (-4.60, -0.09, -1.49)
O (-4.18, -0.07, 1.08)
H (-1.01, 3.46, 1.32)
H (-0.46, 1.66, 1.87)
H (-2.15, 2.30, 2.40)
H (-1.02, -2.71, 0.91)
H (-1.50, -2.03, -0.79)
H (0.77, -0.63, -0.99)
H (0.88, -2.51, -1.09)
H (1.51, -2.67, 1.52)
H (2.83, -2.08, 0.30)
H (1.10, -0.36, 2.58)
H (2.96, -0.64, 2.47)
H (6.40, -0.84, -1.29)
H (-4.92, -1.20, -1.72)
H (-4.14, 0.44, -2.45)
H (-5.59, 0.52, -1.25)
Mg (-2.72, 1.49, -3.30)

---

2.
Molecular formula: H2OS2
Method: DFT, ωB97M-V with the def2-TZVPD basis set

Values from the calculation:
E_tot in a.u.: -872.69168
Molecular weight in g mol⁻¹: 82.15
Gap between HOMO and LUMO in eV: 6.798
Highest occupied orbital energy in eV: -7.7
Multiplicity: 1

Geometry (Å):
H (2.05, -0.96, -0.33)
H (1.97, 0.46, 1.00)
O (-1.08, 0.97, -0.05)
S (-0.95, -0.52, 0.04)
S (1.24, 0.07, -0.06)

---

3.
Molecular formula: C6H7NO
Method: DFT, ωB97M-V with the def2-TZVPD basis set

Values from the calculation:
E_tot in a.u.: -362.65236
Molecular weight in g mol⁻¹: 109.13
Gap between HOMO and LUMO in eV: 8.946
Highest occupied orbital energy in eV: -8.0
Multiplicity: 1

Geometry (Å):
C (-0.81, 2.13, -0.75)
C (-1.66, 0.00, 0.67)
C (-0.29, -0.81, 0.72)
C (0.89, -1.26, 1.15)
C (1.29, -0.34, -0.84)
C (0.02, -0.11, -0.46)
H (-0.18, 2.26, -1.60)
H (-1.80, 2.71, -1.10)
H (-0.39, 2.46, 0.16)
H (-2.43, -0.72, 0.60)
H (-2.05, 0.93, 1.40)
H (1.20, -1.72, 2.20)
H (1.82, -0.03, -1.63)
N (-1.12, 0.64, -0.69)
O (1.89, -1.00, 0.22)

---

4.
Molecular formula: C56H83BrFNO16
Method: DFT, ωB97M-V with the def2-TZVPD basis set

Values from the calculation:
E_tot in a.u.: -6115.94378
Molecular weight in g mol⁻¹: 1125.17
Structure (SMILES): CCCCCc1cc2c(cc1C[C@@H](C)F)C(=O)c1c(CCOC(C)=O)c(N(C)C(C)=O)c(CC(=O)Br)c(COc3ccccc3)c1C2=O.COCCOCCOC.COCCOCCOC.COCCOCCOC
Gap between HOMO and LUMO in eV: 8.177
Highest occupied orbital energy in eV: -9.0
Multiplicity: 1

Geometry (Å):
C (9.91, 1.70, 1.91)
C (10.16, 0.82, 0.67)
C (8.94, 0.77, -0.29)
C (8.77, 2.07, -1.10)
C (7.92, 1.90, -2.42)
C (6.82, 0.86, -2.18)
C (5.66, 1.27, -1.56)
C (4.68, 0.34, -1.30)
C (4.87, -0.97, -1.69)
C (6.01, -1.39, -2.32)
C (7.00, -0.46, -2.58)
C (8.25, -0.97, -3.30)
C (7.95, -1.11, -4.81)
C (8.00, 0.26, -5.48)
F (8.91, -1.92, -5.42)
C (3.73, -1.93, -1.40)
O (3.93, -3.07, -1.04)
C (2.35, -1.32, -1.63)
C (1.29, -2.01, -2.18)
C (1.44, -3.49, -2.54)
C (0.89, -4.31, -1.34)
O (1.44, -3.80, -0.12)
C (0.63, -3.94, 0.95)
C (0.77, -2.82, 1.97)
O (-0.12, -4.88, 1.09)
C (0.06, -1.38, -2.40)
N (-0.98, -2.20, -2.98)
C (-2.05, -2.56, -2.03)
C (-1.47, -1.73, -4.23)
C (-0.55, -1.99, -5.43)
O (-2.51, -1.14, -4.40)
C (-0.09, -0.04, -2.03)
C (-1.45, 0.63, -2.22)
C (-1.55, 1.54, -3.47)
O (-2.43, 2.33, -3.60)
Br (-0.24, 1.40, -4.94)
C (0.96, 0.67, -1.46)
C (0.86, 2.11, -0.99)
O (-0.03, 2.89, -1.79)
C (-0.41, 4.05, -1.15)
C (-1.15, 4.06, 0.01)
C (-1.51, 5.21, 0.67)
C (-1.13, 6.42, 0.12)
C (-0.42, 6.42, -1.06)
C (-0.05, 5.26, -1.70)
C (2.16, 0.01, -1.28)
C (3.36, 0.69, -0.64)
O (3.28, 1.42, 0.33)
H (9.10, 1.26, 2.50)
H (9.70, 2.74, 1.61)
H (10.84, 1.74, 2.49)
H (11.06, 1.10, 0.11)
H (10.28, -0.21, 1.04)
H (9.11, -0.11, -0.92)
H (8.07, 0.55, 0.33)
H (9.77, 2.44, -1.36)
H (8.24, 2.77, -0.45)
H (8.56, 1.62, -3.25)
H (7.43, 2.87, -2.57)
H (5.49, 2.31, -1.27)
H (6.14, -2.43, -2.61)
H (9.13, -0.34, -3.14)
H (8.46, -1.96, -2.89)
H (6.96, -1.56, -4.96)
H (7.25, 0.90, -5.00)
H (7.76, 0.15, -6.55)
H (9.00, 0.71, -5.43)
H (0.79, -3.72, -3.39)
H (2.50, -3.68, -2.71)
H (-0.19, -4.17, -1.33)
H (1.16, -5.37, -1.46)
H (1.37, -3.16, 2.83)
H (1.29, -1.97, 1.52)
H (-0.22, -2.52, 2.32)
H (-3.01, -2.06, -2.22)
H (-1.75, -2.27, -1.01)
H (-2.22, -3.64, -1.99)
H (-0.98, -1.59, -6.35)
H (0.46, -1.60, -5.24)
H (-0.45, -3.08, -5.50)
H (-2.28, -0.07, -2.24)
H (-1.62, 1.31, -1.39)
H (1.84, 2.60, -1.02)
H (0.59, 2.10, 0.07)
H (-1.44, 3.10, 0.44)
H (-2.08, 5.15, 1.60)
H (-1.39, 7.37, 0.59)
H (-0.16, 7.39, -1.48)
H (0.53, 5.32, -2.62)
C (-4.92, -8.64, 6.70)
O (-4.34, -7.91, 5.65)
C (-5.00, -6.67, 5.40)
C (-4.02, -5.62, 4.93)
O (-3.18, -5.09, 5.95)
C (-2.17, -5.95, 6.47)
C (-1.03, -6.22, 5.50)
O (-1.43, -7.13, 4.49)
C (-0.80, -6.87, 3.25)
H (-5.92, -9.00, 6.43)
H (-4.28, -9.50, 6.90)
H (-4.98, -8.04, 7.61)
H (-5.51, -6.32, 6.31)
H (-5.75, -6.84, 4.62)
H (-4.60, -4.77, 4.57)
H (-3.43, -5.97, 4.08)
H (-2.60, -6.88, 6.85)
H (-1.75, -5.42, 7.33)
H (-0.20, -6.67, 6.05)
H (-0.70, -5.27, 5.07)
H (-0.94, -5.83, 2.95)
H (-1.27, -7.50, 2.50)
H (0.27, -7.11, 3.30)
C (-8.93, 0.57, 7.73)
O (-7.95, -0.40, 8.03)
C (-8.47, -1.51, 8.75)
C (-7.74, -2.79, 8.38)
O (-8.09, -3.32, 7.11)
C (-7.64, -2.62, 5.96)
C (-6.15, -2.73, 5.71)
O (-5.43, -1.91, 6.61)
C (-4.16, -2.43, 6.97)
H (-9.27, 1.07, 8.64)
H (-8.47, 1.31, 7.07)
H (-9.78, 0.12, 7.20)
H (-9.54, -1.63, 8.55)
H (-8.32, -1.31, 9.82)
H (-8.04, -3.55, 9.10)
H (-6.66, -2.67, 8.48)
H (-7.98, -1.58, 5.97)
H (-8.15, -3.11, 5.12)
H (-5.93, -2.38, 4.69)
H (-5.84, -3.77, 5.81)
H (-4.25, -3.46, 7.35)
H (-3.78, -1.81, 7.78)
H (-3.47, -2.41, 6.13)
C (-1.71, 5.33, -7.74)
O (-2.35, 6.33, -6.97)
C (-2.38, 6.02, -5.59)
C (-2.30, 7.28, -4.75)
O (-0.99, 7.85, -4.69)
C (-0.51, 8.47, -5.88)
C (-1.20, 9.78, -6.23)
O (-2.49, 9.55, -6.76)
C (-3.42, 10.56, -6.42)
H (-2.31, 4.41, -7.75)
H (-1.61, 5.70, -8.76)
H (-0.71, 5.12, -7.35)
H (-1.57, 5.34, -5.32)
H (-3.34, 5.52, -5.38)
H (-2.53, 7.00, -3.71)
H (-3.04, 8.02, -5.04)
H (-0.52, 7.78, -6.72)
H (0.54, 8.70, -5.67)
H (-0.61, 10.30, -6.99)
H (-1.26, 10.40, -5.33)
H (-3.44, 10.72, -5.34)
H (-4.41, 10.22, -6.74)
H (-3.18, 11.49, -6.94)

---

5.
Molecular formula: C4H10O2
Method: DFT, ωB97M-V with the def2-TZVPD basis set

Values from the calculation:
E_tot in a.u.: -308.83969
Molecular weight in g mol⁻¹: 90.12
Structure (SMILES): C/C=C(/C)O.O
Gap between HOMO and LUMO in eV: 9.429
Highest occupied orbital energy in eV: -8.8
Multiplicity: 1

Geometry (Å):
C (1.23, -1.46, -0.15)
C (0.95, 0.01, -0.36)
C (-0.08, 0.77, -0.02)
C (0.11, 2.25, 0.19)
O (-1.35, 0.32, 0.30)
H (0.46, -2.20, -0.39)
H (1.39, -1.61, 0.93)
H (2.12, -1.80, -0.68)
H (1.87, 0.45, -0.75)
H (-0.44, 2.61, 1.06)
H (-0.19, 2.81, -0.70)
H (1.17, 2.46, 0.25)
H (-1.73, 0.95, 0.89)
O (-1.93, -2.19, -0.47)
H (-1.23, -2.05, 0.18)
H (-2.35, -1.34, -0.27)